50
Properties=species:S:1:pos:R:3 method="wB97M-V/def2-TZVPD" multiplicity=1 homo_ev=-11.42 total_charge=+1 homo_lumo_gap_ev=5.9
C -5.81 -1.41 -1.96
C -5.24 -0.25 -1.62
C -5.91 1.06 -1.92
C -3.88 -0.21 -0.94
C -2.67 -0.12 -1.87
C -1.36 -0.11 -1.10
C -0.08 -0.01 -1.94
C 1.22 -0.25 -1.19
C 1.84 -1.58 -1.33
C 1.97 0.75 -0.43
H -5.32 -2.35 -1.80
H -6.78 -1.44 -2.42
H -5.32 1.91 -1.60
H -6.10 1.19 -2.99
H -6.89 1.14 -1.44
H -3.82 0.65 -0.26
H -3.73 -1.10 -0.32
H -2.70 -0.97 -2.57
H -2.75 0.78 -2.49
H -1.34 0.72 -0.39
H -1.28 -1.02 -0.51
H -0.15 -0.78 -2.74
H -0.08 0.96 -2.47
H 1.23 -2.24 -1.95
H 2.83 -1.51 -1.81
H 2.00 -2.09 -0.38
H 2.92 0.86 -0.99
H 1.38 1.59 -0.05
C 3.13 2.06 1.21
C 4.57 2.24 0.66
C 5.06 0.84 0.40
C 4.17 -0.10 0.74
C 2.79 0.54 0.87
C 1.91 -0.17 1.90
C 1.99 -1.54 2.05
C 1.09 -2.18 2.91
C 0.20 -1.44 3.68
C 0.14 -0.06 3.51
C 1.01 0.60 2.64
H 3.18 2.22 2.27
H 2.41 2.78 0.77
H 4.67 2.95 -0.19
H 5.11 2.71 1.50
H 6.07 0.66 0.05
H 4.32 -1.18 0.82
H 2.77 -2.14 1.58
H 1.16 -3.25 3.01
H -0.45 -1.94 4.41
H -0.55 0.55 4.09
H 1.04 1.69 2.60

18
Properties=species:S:1:pos:R:3 method="wB97M-V/def2-TZVPD" multiplicity=1 homo_ev="-13.97 / -13.97" total_charge=+1 homo_lumo_gap_ev="9.7 / 9.7"
C 1.33 1.11 0.12
C 0.96 -0.33 -0.32
C -1.30 0.09 -0.49
C -0.69 -2.04 0.43
N -2.92 1.68 0.09
N -2.10 0.85 -0.01
N 2.40 1.57 -0.56
N -0.28 -0.63 0.27
O 0.74 1.52 1.08
H 0.98 -0.45 -1.35
H 1.81 -0.98 -0.16
H 2.70 1.14 -1.37
H -1.11 -2.45 -0.57
H 0.25 -2.64 0.84
H -1.47 -2.01 1.20
H -3.87 1.29 0.03
H 2.78 2.44 -0.44
H -0.22 -0.15 1.20

12
Properties=species:S:1:pos:R:3 method="wB97M-V/def2-TZVPD" multiplicity=1 smiles="C#[N+]CC1=CC1" homo_ev=-13.87 total_charge=+1 homo_lumo_gap_ev=8.8
C -1.78 -0.16 -1.58
N -1.52 0.51 -0.69
C -0.78 1.00 0.36
C 0.38 0.08 0.38
C 0.95 -0.89 -0.27
C 1.64 -0.42 1.01
H -2.16 -0.69 -2.42
H -1.37 0.97 1.29
H -0.50 2.04 0.16
H 1.02 -1.59 -1.06
H 2.53 0.18 0.95
H 1.58 -1.04 1.89

9
Properties=species:S:1:pos:R:3 method="wB97M-V/def2-TZVPD" multiplicity=3 homo_ev="-11.26 / -17.66" total_charge=+1 homo_lumo_gap_ev="7.0 / 9.0"
C 0.64 -2.03 0.21
C -0.47 1.19 -0.71
N 0.26 -1.01 0.62
N -0.28 0.15 0.81
H 1.25 -2.94 -0.04
H -0.52 0.46 -1.42
H -1.21 1.86 -0.27
H 0.56 1.63 -0.80
H -0.24 0.69 1.60

Record-wise energy above the lowest of the compared OMol25 structures with the same formula, charge and spin values, in kJ/mol: 147.9 436.5 431.1 299.0